Entry 1:
{"formula": "C8H28N10NaO10", "method": "ωB97M-V/def2-TZVPD", "symbols": ["Na", "C", "O", "O", "O", "C", "O", "N", "N", "H", "H", "H", "H", "C", "O", "N", "N", "H", "H", "H", "H", "C", "O", "N", "N", "H", "H", "H", "H", "C", "O", "N", "N", "H", "H", "H", "H", "C", "O", "N", "N", "H", "H", "H", "H", "C", "O", "H", "H", "H", "H", "C", "O", "H", "H", "H", "H"], "xyz": [[33.876, 7.726, 13.377], [31.487, 9.082, 12.664], [30.378, 9.657, 12.369], [32.505, 9.750, 13.091], [31.621, 7.796, 12.602], [30.218, 11.325, 15.745], [29.862, 11.770, 16.832], [31.490, 11.490, 15.276], [29.392, 10.637, 14.905], [31.861, 11.016, 14.463], [32.108, 12.048, 15.832], [28.440, 10.537, 15.200], [29.742, 10.289, 14.022], [27.885, 6.699, 12.701], [26.781, 6.170, 12.605], [29.036, 5.960, 12.735], [28.065, 8.048, 12.766], [28.911, 4.974, 12.870], [29.922, 6.371, 12.980], [27.227, 8.551, 12.528], [28.967, 8.504, 12.616], [29.568, 13.057, 11.264], [29.496, 14.175, 10.765], [28.461, 12.284, 11.493], [30.742, 12.490, 11.680], [27.563, 12.662, 11.269], [28.558, 11.374, 11.907], [31.584, 13.007, 11.515], [30.708, 11.509, 11.943], [31.689, 10.110, 8.769], [31.852, 10.249, 7.565], [32.641, 10.421, 9.711], [30.550, 9.649, 9.357], [32.432, 10.127, 10.648], [33.551, 10.756, 9.467], [29.763, 9.375, 8.802], [30.507, 9.684, 10.368], [32.182, 5.441, 9.756], [32.579, 4.597, 8.964], [32.046, 5.181, 11.100], [31.881, 6.721, 9.408], [31.832, 5.934, 11.736], [32.308, 4.278, 11.444], [31.626, 7.422, 10.081], [31.980, 6.970, 8.441], [34.944, 12.004, 13.826], [34.071, 11.973, 12.728], [35.844, 11.401, 13.630], [35.251, 13.028, 14.033], [34.500, 11.589, 14.741], [33.502, 11.183, 12.789], [30.916, 7.695, 16.104], [31.588, 6.778, 15.251], [29.895, 7.862, 15.755], [30.873, 7.304, 17.119], [31.451, 8.649, 16.149], [31.737, 7.196, 14.393]], "atomic_forces_ev_per_a": [[-0.77, 0.48, -0.23], [-0.08, -0.15, 0.55], [0.79, -0.27, -0.19], [0.42, 0.00, -0.11], [0.11, -0.41, -0.05], [-0.04, 0.10, 0.04], [-0.08, -0.02, -0.12], [0.27, -0.02, 0.10], [0.29, 0.19, 0.40], [-0.18, 0.03, -0.12], [-0.07, 0.00, 0.10], [-0.01, -0.15, -0.10], [-0.32, 0.01, -0.11], [-0.01, -0.41, -0.13], [0.19, 0.22, 0.08], [0.05, -0.11, 0.08], [-0.31, 0.16, 0.07], [-0.01, -0.01, -0.01], [-0.06, 0.16, -0.04], [0.09, 0.13, 0.03], [-0.14, -0.16, -0.13], [0.48, 0.49, 0.07], [-0.09, -0.17, 0.07], [0.15, -0.27, -0.01], [-0.98, -0.03, -0.13], [-0.02, 0.00, -0.04], [-0.14, 0.05, 0.02], [0.15, -0.19, -0.01], [0.54, 0.21, 0.12], [0.28, 0.42, -0.34], [-0.03, -0.17, 0.15], [-0.41, -0.36, 0.07], [0.29, -0.13, 0.22], [0.53, 0.34, 0.24], [-0.02, 0.00, -0.14], [-0.01, 0.09, -0.04], [-0.66, -0.11, -0.10], [0.42, -0.10, 0.24], [-0.19, 0.03, -0.01], [0.09, 0.31, 0.04], [0.07, -0.16, -0.12], [-0.18, -0.05, 0.00], [-0.02, -0.07, -0.12], [-0.16, -0.02, -0.01], [-0.02, 0.08, 0.03], [0.14, -0.54, 0.12], [-0.06, 0.13, -0.11], [0.07, 0.16, 0.01], [-0.03, 0.05, -0.09], [-0.14, 0.13, -0.05], [-0.07, 0.09, 0.03], [-0.05, 0.37, -0.16], [0.67, -0.44, 0.34], [0.02, 0.12, 0.03], [0.10, -0.28, -0.08], [-0.16, 0.06, -0.02], [-0.70, 0.20, -0.32]], "e_homo_ev": -6.91, "orbital_gap_ev": 7.4, "total_energy_ha": -1784.30321, "charge": -1, "lumo_ev": 0.518}



Entry 2:
{"formula": "C8H28N4O6", "method": "ωB97M-V/def2-TZVPD", "symbols": ["N", "C", "N", "O", "H", "H", "H", "H", "N", "C", "N", "O", "H", "H", "H", "H", "C", "C", "O", "H", "H", "H", "H", "H", "H", "C", "C", "O", "H", "H", "H", "H", "H", "H", "C", "O", "H", "H", "H", "H", "C", "O", "H", "H", "H", "H"], "xyz": [[-16.569, -1.610, 15.856], [-16.815, -0.335, 15.655], [-16.822, 0.369, 16.729], [-16.872, 0.211, 14.387], [-16.435, -2.218, 14.989], [-16.761, -1.939, 16.789], [-17.200, 1.304, 16.700], [-16.793, -0.050, 17.649], [-17.897, -6.247, 15.373], [-18.168, -7.448, 15.832], [-18.672, -8.217, 14.897], [-17.941, -7.881, 17.114], [-17.688, -5.467, 16.071], [-18.203, -6.002, 14.446], [-19.063, -9.102, 15.063], [-18.731, -7.896, 13.954], [-19.524, -3.651, 16.847], [-18.595, -4.289, 17.861], [-17.311, -4.390, 17.279], [-19.751, -4.163, 15.924], [-19.162, -2.704, 16.647], [-20.475, -3.498, 17.386], [-18.778, -5.324, 18.143], [-18.541, -3.779, 18.827], [-16.647, -4.705, 17.838], [-20.570, -5.241, 12.871], [-20.187, -6.659, 12.387], [-18.837, -6.845, 12.510], [-21.634, -5.190, 13.026], [-20.347, -4.449, 12.169], [-20.084, -5.045, 13.760], [-20.560, -6.798, 11.393], [-20.722, -7.356, 13.084], [-18.329, -6.373, 11.815], [-19.945, -1.824, 13.999], [-19.724, -0.468, 13.684], [-20.819, -1.949, 14.677], [-19.005, -2.125, 14.476], [-20.198, -2.471, 13.188], [-18.863, -0.254, 14.086], [-14.589, -6.034, 17.227], [-15.502, -6.773, 18.037], [-13.718, -5.697, 17.784], [-14.915, -5.078, 16.760], [-14.137, -6.613, 16.428], [-16.280, -7.175, 17.602]], "atomic_forces_ev_per_a": [[0.24, -2.57, -2.00], [0.78, 1.82, -8.30], [-0.90, 3.04, 3.21], [-0.37, -2.54, 5.86], [-0.43, 1.09, 2.26], [0.25, -1.00, -0.44], [0.20, -0.07, -0.19], [0.07, 0.04, -0.26], [1.02, 3.19, 1.44], [0.92, -2.19, 5.73], [-0.79, -1.51, -1.00], [-0.81, 2.22, -5.40], [0.08, -1.39, -1.23], [0.05, -0.06, -0.01], [-0.08, -1.03, 0.72], [0.17, 0.19, -0.28], [-1.36, -1.17, 2.19], [0.34, -1.45, 0.38], [-0.48, 2.22, -2.20], [0.32, -0.49, -0.06], [0.74, 2.01, -0.67], [0.11, -0.06, -0.38], [-1.11, -0.19, -0.11], [-0.17, 0.59, -0.26], [1.41, -1.22, 1.76], [-0.98, -0.99, -2.02], [-2.46, 1.47, 1.38], [2.48, -0.13, -0.90], [-0.53, 0.02, 0.21], [0.34, 0.04, -0.37], [0.97, 0.46, 2.03], [-0.13, -0.40, -0.70], [0.69, 0.24, -0.73], [-0.62, -0.47, 0.63], [0.07, 0.50, 1.45], [-0.17, 0.09, -0.17], [0.60, 0.20, 0.11], [-0.49, -0.87, 0.06], [0.25, -0.07, -1.12], [-0.07, 0.40, -0.58], [0.12, 0.05, -0.43], [0.84, 1.17, 0.24], [-0.15, -0.32, 0.81], [-0.65, -0.56, 0.18], [-0.26, -0.39, -0.32], [-0.04, 0.09, -0.50]], "e_homo_ev": -9.50, "smiles": "NC(N)=O.NC(N)=O.CCO.CCO.CO.CO", "orbital_gap_ev": 9.7, "de_lowest_kj_mol": 308.9, "total_energy_ha": -992.01587, "lumo_ev": 0.166}



Entry 3:
{"formula": "C8H28N4O8", "method": "ωB97M-V/def2-TZVPD", "symbols": ["N", "C", "N", "O", "H", "H", "H", "H", "N", "C", "N", "O", "H", "H", "H", "H", "O", "C", "C", "O", "H", "H", "H", "H", "H", "H", "O", "C", "C", "O", "H", "H", "H", "H", "H", "H", "C", "O", "H", "H", "H", "H", "C", "O", "H", "H", "H", "H"], "xyz": [[9.473, 5.513, 13.621], [9.538, 6.528, 14.559], [8.950, 6.320, 15.807], [10.194, 7.550, 14.355], [9.838, 5.776, 12.744], [8.577, 5.050, 13.657], [8.945, 7.139, 16.401], [8.234, 5.603, 15.891], [10.076, 4.229, 9.003], [10.107, 5.362, 9.805], [11.307, 5.811, 10.065], [9.101, 5.819, 10.297], [10.906, 4.021, 8.479], [9.265, 3.832, 8.602], [12.137, 5.463, 9.610], [11.525, 6.574, 10.682], [6.225, 6.014, 8.760], [6.482, 6.953, 7.667], [5.729, 6.721, 6.382], [5.914, 5.503, 5.740], [6.841, 6.326, 9.490], [6.244, 7.959, 8.069], [7.598, 6.958, 7.450], [6.072, 7.372, 5.568], [4.675, 6.886, 6.564], [5.732, 4.726, 6.236], [8.511, 8.769, 10.765], [9.825, 9.227, 10.332], [10.786, 9.614, 11.410], [11.556, 8.506, 11.884], [8.673, 7.827, 10.854], [10.289, 8.506, 9.650], [9.650, 10.093, 9.720], [10.304, 9.986, 12.308], [11.418, 10.395, 10.975], [11.260, 8.219, 12.738], [5.642, 5.823, 11.758], [5.936, 5.497, 13.067], [5.776, 4.899, 11.137], [4.580, 5.960, 11.594], [6.198, 6.670, 11.365], [5.641, 6.212, 13.618], [3.513, 7.457, 15.523], [4.407, 6.420, 15.129], [2.868, 7.056, 16.306], [4.183, 8.206, 15.941], [3.002, 7.967, 14.736], [3.903, 5.717, 14.719]], "atomic_forces_ev_per_a": [[-0.89, 0.21, 2.37], [0.83, 0.55, 0.32], [0.08, -0.36, -1.31], [-0.13, -0.30, 0.04], [-0.02, 0.24, -1.11], [0.02, -0.35, -0.66], [-0.22, -0.35, -0.19], [0.28, 0.50, 0.21], [1.42, 0.40, 0.07], [-1.43, -2.05, -0.95], [3.37, 0.78, 0.09], [-1.48, 0.92, 0.72], [0.11, -0.09, 0.00], [-1.10, 0.23, 0.05], [-0.32, -0.26, -0.05], [-0.67, 0.49, 0.28], [0.91, 1.06, -0.26], [1.88, 0.45, 1.07], [-0.33, -0.05, 0.04], [0.80, -0.53, -1.28], [-0.97, -0.84, -1.31], [0.02, -0.29, -0.54], [-1.12, -0.13, 0.19], [-0.11, 0.70, 0.81], [-0.51, 0.19, 0.02], [-0.39, -0.65, 1.13], [1.52, 0.10, -0.29], [-1.26, 0.00, -0.30], [0.12, -0.60, 0.92], [0.87, -0.08, -1.57], [-0.42, -0.60, 0.21], [-0.01, -0.18, 0.22], [-0.27, 0.61, -0.25], [-0.52, 0.61, -0.24], [0.41, -0.22, 0.31], [-0.63, -0.14, 1.01], [-0.56, -1.61, -1.74], [0.74, -0.62, 0.57], [0.61, 0.91, 0.39], [-0.49, 0.68, 0.17], [0.14, 0.06, 0.00], [-0.22, 0.51, 0.76], [1.29, -0.20, 1.21], [-0.10, 0.23, -0.41], [-0.32, 0.40, -0.13], [-0.21, 0.10, 0.34], [-0.63, -0.13, -0.80], [-0.09, -0.31, -0.12]], "e_homo_ev": -9.64, "smiles": "NC(N)=O.NC(N)=O.OCCO.OCCO.CO.CO", "orbital_gap_ev": 10.2, "total_energy_ha": -1142.55643, "lumo_ev": 0.581}



Entry 4:
{"formula": "C8H28NO8", "method": "ωB97M-V/def2-TZVPD", "symbols": ["N", "H", "H", "H", "H", "C", "C", "O", "O", "H", "H", "H", "H", "H", "H", "C", "C", "O", "O", "H", "H", "H", "H", "H", "H", "C", "C", "O", "O", "H", "H", "H", "H", "H", "H", "C", "C", "O", "O", "H", "H", "H", "H", "H", "H"], "xyz": [[0.226, 0.644, 0.359], [1.201, 0.906, 0.396], [-0.332, 1.248, 0.945], [0.095, -0.227, 0.853], [-0.175, 0.468, -0.551], [3.623, 0.871, 0.853], [3.518, 0.299, -0.650], [2.719, -0.860, -0.535], [2.557, 1.664, 1.246], [4.529, 1.476, 0.816], [3.883, 0.098, 1.577], [4.510, 0.014, -0.999], [3.046, 1.050, -1.283], [3.023, -1.424, 0.181], [2.766, 2.018, 2.113], [-0.471, -0.613, -2.848], [-1.892, -0.192, -2.407], [-1.997, -0.269, -0.989], [0.462, 0.296, -2.373], [-0.425, -0.593, -3.937], [-0.267, -1.604, -2.441], [-2.613, -0.770, -2.985], [-2.066, 0.848, -2.680], [-2.882, -0.005, -0.728], [0.948, 0.542, -3.164], [-1.547, 3.465, 0.666], [-2.180, 2.733, 1.864], [-1.839, 1.351, 2.062], [-0.096, 3.537, 0.770], [-1.982, 4.417, 0.363], [-1.604, 2.770, -0.172], [-3.262, 2.842, 1.936], [-1.843, 3.333, 2.709], [-2.648, 0.905, 2.322], [0.108, 4.393, 1.155], [-1.217, -3.812, -0.042], [0.103, -3.190, 0.542], [-0.198, -2.085, 1.472], [-2.033, -4.562, 0.869], [-1.014, -4.486, -0.874], [-1.686, -2.938, -0.494], [0.741, -2.803, -0.252], [0.650, -4.007, 1.013], [-0.882, -2.472, 2.023], [-1.557, -5.277, 1.298]], "atomic_forces_ev_per_a": [[-0.37, -0.73, 0.76], [0.17, 0.32, -0.12], [-0.18, 0.62, -0.23], [0.26, -1.05, 0.24], [0.11, 0.56, -0.30], [2.73, 0.16, -2.29], [-0.18, -0.15, 3.50], [-1.16, -0.42, -1.08], [-0.70, 0.14, 0.06], [0.22, 0.36, 0.12], [-0.42, -0.53, -0.10], [0.10, 0.39, -0.07], [-0.07, -0.27, -0.10], [0.32, 0.14, 0.02], [-0.22, 0.17, 0.09], [-2.00, -0.23, 0.13], [0.64, 0.45, -0.78], [0.01, -0.61, -0.24], [1.00, 0.82, -0.13], [-0.33, -0.53, -0.04], [0.06, -0.24, -0.20], [-0.22, -0.43, 0.44], [0.19, 0.17, -0.31], [-0.09, 0.00, 0.04], [0.44, 0.44, 0.42], [1.02, -2.36, -0.86], [-0.21, 1.69, 1.03], [0.08, 0.77, -0.58], [-0.98, 0.45, 0.49], [-0.20, -0.09, 0.50], [-0.64, 0.19, -0.44], [-0.11, 0.06, -0.66], [0.25, -0.30, 0.53], [0.11, -0.15, 0.03], [0.29, 0.06, 0.15], [1.35, -0.08, -0.11], [-1.17, -0.41, 0.16], [0.45, -1.43, -1.06], [-0.20, 1.62, 0.03], [0.58, 0.09, -0.17], [-1.08, -0.25, 0.50], [-0.23, 0.19, -0.05], [0.24, 0.21, 0.52], [-0.24, 0.23, 0.42], [0.38, -0.02, -0.25]], "e_homo_ev": -12.92, "orbital_gap_ev": 10.7, "de_lowest_kj_mol": 0.0, "total_energy_ha": -977.97880, "charge": 1, "lumo_ev": -2.184}



Entry 5:
{"formula": "C8H29CaN12O7", "method": "ωB97M-V/def2-TZVPD", "symbols": ["Ca", "C", "C", "O", "H", "H", "H", "H", "H", "C", "O", "N", "N", "H", "H", "H", "H", "C", "O", "N", "N", "H", "H", "H", "H", "C", "O", "N", "N", "H", "H", "H", "H", "C", "O", "N", "N", "H", "H", "H", "H", "C", "O", "N", "N", "H", "H", "H", "H", "C", "O", "N", "N", "H", "H", "H", "H"], "xyz": [[-0.348, -0.623, -0.336], [0.375, -2.819, -4.565], [-0.166, -4.017, -3.696], [-0.699, -3.550, -2.473], [0.583, -3.044, -5.611], [1.277, -2.521, -4.031], [-0.286, -1.952, -4.582], [0.675, -4.683, -3.501], [-0.765, -4.528, -4.450], [-3.368, 1.431, -3.871], [-2.828, 0.869, -2.899], [-3.868, 0.806, -4.961], [-3.538, 2.741, -4.047], [-4.335, 1.189, -5.770], [-3.779, -0.200, -4.959], [-4.078, 3.102, -4.820], [-3.272, 3.391, -3.321], [-0.485, 3.908, 2.257], [-0.513, 2.928, 1.525], [-0.309, 3.928, 3.554], [-0.743, 5.168, 1.861], [-0.353, 4.830, 4.007], [-0.203, 2.979, 3.882], [-1.027, 5.207, 0.893], [-0.693, 5.980, 2.460], [-3.919, -0.341, 2.946], [-3.550, -0.688, 1.875], [-4.212, 0.898, 3.148], [-4.169, -0.983, 3.979], [-3.841, 1.513, 2.437], [-4.427, 1.323, 4.038], [-4.486, -0.472, 4.790], [-3.842, -1.936, 4.055], [3.683, -3.162, 0.302], [3.076, -2.137, 0.009], [3.525, -4.290, -0.304], [4.757, -3.310, 1.063], [4.042, -5.075, 0.065], [2.870, -4.414, -1.063], [5.017, -2.529, 1.649], [4.957, -4.231, 1.425], [2.511, 2.245, -2.732], [1.707, 1.428, -2.491], [2.378, 3.088, -3.670], [3.614, 2.424, -2.104], [1.408, 3.323, -3.827], [3.119, 3.764, -3.789], [3.853, 1.884, -1.284], [4.281, 3.061, -2.516], [1.046, -1.390, 4.463], [0.716, -1.251, 3.371], [0.742, -2.389, 5.260], [1.959, -0.604, 4.986], [0.010, -2.998, 4.922], [1.224, -2.581, 6.127], [2.292, -0.778, 5.924], [2.405, 0.089, 4.402]], "atomic_forces_ev_per_a": [[0.13, -0.90, -1.18], [0.41, -0.23, 0.93], [0.46, 2.37, 0.27], [-0.03, -0.07, -0.58], [0.27, -0.34, 0.01], [0.30, 0.40, -0.36], [-0.38, -0.18, 0.30], [0.37, -0.26, -0.06], [-1.27, -0.50, 0.63], [0.21, -0.90, 0.14], [-0.55, 0.83, -1.12], [0.00, -2.70, -0.31], [0.26, 2.60, 0.98], [0.28, 0.31, 0.53], [-0.05, 0.13, -0.04], [0.22, -0.12, 0.32], [-0.10, -0.25, -0.17], [-0.87, 1.20, -0.98], [0.17, -0.47, -0.14], [0.75, -1.82, 1.72], [-0.38, 0.66, -2.49], [0.15, -1.02, 0.76], [0.19, 0.62, 1.28], [0.11, 0.76, 0.23], [-0.13, -0.25, -0.50], [0.08, 2.38, -2.25], [2.27, -2.35, -3.85], [-0.62, 6.70, -0.47], [-0.80, -5.98, 6.28], [-0.41, 0.18, 0.17], [0.14, -0.19, -0.29], [0.18, -0.80, -0.03], [-0.42, 0.10, 0.23], [-0.25, 1.67, -1.38], [-0.31, 0.82, 0.75], [-1.81, -3.94, -2.20], [2.22, 1.65, 3.20], [-0.44, -0.09, -0.82], [-0.06, -0.02, 0.31], [-0.02, -0.24, 0.07], [0.19, 0.46, 0.07], [0.86, -0.48, 0.88], [-4.42, -4.26, 2.09], [-1.46, 4.13, -4.91], [4.85, 0.14, 3.14], [0.36, 0.24, -0.75], [-0.83, 0.28, -0.34], [0.14, -0.02, -0.47], [0.17, -0.34, 0.76], [2.89, -0.55, 3.91], [-3.51, 0.75, -7.57], [-1.88, -2.61, 1.39], [2.42, 2.46, 1.91], [0.30, -0.16, 0.40], [-0.38, -0.02, -0.33], [0.16, 0.45, -0.35], [-0.11, -0.23, 0.29]], "e_homo_ev": -8.10, "orbital_gap_ev": 4.5, "de_lowest_kj_mol": 1136.4, "total_energy_ha": -2183.38799, "charge": 1, "lumo_ev": -3.582}